Here is a cluster of 5 separate species, C24H65N4O9 in total in a non-equilibrium geometry from OMol25. Energies are from ωB97M-V with the def2-TZVPD basis set.

CARTESIAN COORDINATES (ANGSTROEM)
O: 0.762 0.593 0.464
H: 0.009 0.388 -0.125
C: -1.434 0.291 -5.177
O: -2.362 -0.680 -4.818
C: -3.182 -0.353 -3.729
C: -4.199 -1.436 -3.568
N: -4.994 -1.689 -4.891
H: -4.428 -2.107 -5.615
H: -5.638 -2.398 -4.570
C: -5.689 -0.466 -5.472
C: -7.108 -0.782 -5.861
O: -7.068 -1.898 -6.725
C: -8.177 -2.883 -6.706
H: -1.038 0.254 -6.192
H: -0.587 0.273 -4.491
H: -1.816 1.283 -4.938
H: -3.645 0.624 -3.866
H: -2.604 -0.151 -2.827
H: -5.037 -1.290 -2.887
H: -3.731 -2.354 -3.211
H: -5.023 -0.187 -6.288
H: -5.683 0.292 -4.688
H: -7.495 0.136 -6.305
H: -7.794 -0.909 -5.024
H: -8.037 -3.628 -7.489
H: -9.124 -2.419 -6.981
H: -8.312 -3.461 -5.792
C: 3.012 4.727 -2.769
O: 2.289 4.890 -1.579
C: 2.977 4.715 -0.393
C: 2.261 4.916 0.991
N: 0.801 4.432 1.116
H: 0.881 3.444 0.921
H: 0.585 4.442 2.102
C: -0.271 5.215 0.311
C: -1.632 4.544 0.430
O: -1.990 4.373 1.832
C: -3.306 3.953 2.045
H: 4.042 5.072 -2.676
H: 2.565 5.477 -3.422
H: 2.995 3.711 -3.163
H: 4.037 4.965 -0.432
H: 3.249 3.660 -0.435
H: 2.168 5.961 1.286
H: 2.777 4.347 1.765
H: 0.099 5.312 -0.710
H: -0.291 6.187 0.804
H: -1.718 3.574 -0.059
H: -2.351 5.199 -0.062
H: -4.016 4.770 1.915
H: -3.435 3.575 3.059
H: -3.743 3.137 1.471
C: -2.109 -4.105 2.872
O: -1.493 -3.021 3.531
C: -2.098 -1.740 3.463
C: -1.617 -0.749 4.535
N: -0.083 -0.661 4.549
H: 0.309 -1.591 4.593
H: 0.271 -0.395 3.641
C: 0.459 0.169 5.742
C: 0.582 -0.697 7.032
O: -0.677 -0.992 7.569
C: -0.667 -1.788 8.732
H: -3.084 -4.383 3.274
H: -1.501 -5.006 2.951
H: -2.242 -3.910 1.808
H: -3.161 -1.868 3.672
H: -1.957 -1.317 2.469
H: -1.818 -1.023 5.571
H: -2.015 0.261 4.432
H: -0.193 1.042 5.767
H: 1.447 0.553 5.487
H: 1.227 -0.076 7.654
H: 1.124 -1.638 6.930
H: -0.240 -2.774 8.546
H: -1.658 -2.153 9.001
H: -0.096 -1.303 9.523
C: 5.604 -4.848 -3.072
O: 5.136 -3.719 -2.271
C: 4.175 -4.016 -1.210
C: 3.451 -2.751 -0.658
N: 4.381 -1.755 0.143
H: 3.742 -1.000 0.349
H: 4.649 -2.139 1.039
C: 5.598 -1.167 -0.612
C: 6.585 -0.609 0.422
O: 5.790 0.192 1.327
C: 6.590 1.089 2.173
H: 6.156 -5.483 -2.381
H: 6.215 -4.293 -3.784
H: 4.984 -5.459 -3.728
H: 4.593 -4.734 -0.505
H: 3.326 -4.666 -1.425
H: 2.647 -2.988 0.039
H: 2.996 -2.190 -1.474
H: 5.279 -0.496 -1.410
H: 6.172 -1.949 -1.109
H: 7.351 0.020 -0.032
H: 7.005 -1.453 0.970
H: 5.854 1.736 2.651
H: 7.382 1.597 1.623
H: 7.079 0.604 3.018

* E_HOMO: -12.91 eV
* total charge: +3
* F_max: 0.0661 Eh/bohr
* energy relative to the best compared isomer or geometry (same formula, charge and spin): 4.132 eV
* molar mass: 553.80 g/mol
* total energy: -50297.75512 eV
* 2S+1: 1



Here is a cluster of 9 separate species, C24H66Cl4N5O2 in total in a non-equilibrium geometry from OMol25. Energies are from ωB97M-V with the def2-TZVPD basis set.

CARTESIAN COORDINATES (ANGSTROEM)
N: 1.434 2.278 0.103
H: 1.771 2.074 1.033
H: 1.308 3.273 -0.016
H: 0.608 1.714 -0.033
H: 2.187 2.052 -0.531
N: 2.149 5.405 2.576
H: 1.582 5.757 3.334
H: 1.639 5.545 1.715
H: 2.431 4.456 2.774
H: 2.982 5.976 2.596
C: 0.758 -1.432 3.659
C: -0.309 -0.389 3.158
N: -1.380 -0.010 4.210
C: -0.674 0.379 5.567
C: -2.162 1.199 3.664
C: -1.279 2.444 3.358
C: -2.253 -1.282 4.435
C: -3.385 -1.035 5.468
O: -2.910 -0.721 6.811
C: -3.974 -0.496 7.759
H: 1.496 -1.657 2.889
H: 0.356 -2.406 3.937
H: 1.366 -1.169 4.525
H: -0.807 -0.642 2.223
H: 0.245 0.519 2.922
H: -1.389 0.908 6.197
H: 0.096 1.135 5.418
H: -0.221 -0.485 6.055
H: -2.885 1.454 4.439
H: -2.759 0.913 2.798
H: -1.278 2.628 2.284
H: -0.258 2.475 3.740
H: -1.682 3.379 3.747
H: -1.709 -2.157 4.791
H: -2.563 -1.590 3.436
H: -3.969 -1.954 5.416
H: -4.074 -0.341 4.987
H: -3.527 -0.357 8.743
H: -4.659 -1.320 7.955
H: -4.504 0.393 7.418
C: 2.802 -2.572 -3.414
C: 2.734 -3.423 -2.091
N: 1.778 -2.876 -1.021
C: 2.035 -3.712 0.250
C: 2.215 -1.412 -0.692
C: 3.701 -1.237 -0.218
C: 0.313 -3.014 -1.461
C: -0.111 -4.311 -2.243
O: 0.317 -5.669 -1.745
C: -0.423 -5.982 -0.570
H: 1.795 -2.447 -3.811
H: 3.312 -3.012 -4.271
H: 3.180 -1.611 -3.065
H: 3.739 -3.276 -1.695
H: 2.467 -4.468 -2.249
H: 1.726 -3.181 1.151
H: 3.091 -3.971 0.321
H: 1.448 -4.625 0.158
H: 1.560 -1.146 0.137
H: 1.995 -0.599 -1.384
H: 4.001 -2.011 0.488
H: 3.831 -0.332 0.376
H: 4.422 -1.174 -1.033
H: 0.081 -2.161 -2.098
H: -0.241 -2.859 -0.535
H: 0.323 -4.207 -3.238
H: -1.191 -4.310 -2.393
H: -1.448 -6.131 -0.910
H: -0.627 -5.216 0.178
H: -0.048 -6.903 -0.122
C: -4.359 2.484 -4.053
C: -2.926 2.659 -4.527
C: -1.919 1.654 -3.756
N: -0.418 1.910 -4.090
C: 0.022 3.275 -3.479
C: -0.189 1.831 -5.602
C: 1.121 1.089 -6.005
C: 1.583 0.665 -4.686
C: 0.488 0.763 -3.575
H: -4.734 1.502 -4.340
H: -4.862 3.303 -4.566
H: -4.356 2.505 -2.963
H: -2.566 3.676 -4.368
H: -2.778 2.503 -5.596
H: -2.116 0.612 -4.008
H: -1.813 1.755 -2.676
H: -0.444 3.442 -2.508
H: -0.309 4.016 -4.207
H: 1.108 3.232 -3.394
H: 0.006 2.836 -5.977
H: -1.033 1.344 -6.090
H: 1.878 1.713 -6.480
H: 1.004 0.227 -6.661
H: 2.437 1.269 -4.380
H: 1.901 -0.368 -4.828
H: 0.736 1.141 -2.584
H: -0.107 -0.148 -3.503
Cl: 0.678 5.306 -0.406
Cl: 2.590 2.278 3.071
Cl: 3.931 2.110 -1.776
Cl: -1.133 0.352 -0.347

* E_HOMO: -9.54 eV
* total charge: +1
* F_max: 0.0678 Eh/bohr
* energy relative to the best compared isomer or geometry (same formula, charge and spin): 1.239 eV
* molar mass: 598.64 g/mol
* total energy: -87586.69297 eV
* 2S+1: 1



> 2S+1 of number 2 (C24H66Cl4N5O2)?

1



> The lowest E_HOMO belongs to which entry?

C24H65N4O9